Molecular formula: C20H39B3Cl32N2O4S
Method: DFT, ωB97M-V/def2-TZVPD

CARTESIAN COORDINATES (ANGSTROEM)
B1 -3.296932 -3.869598 -0.707701
O1 -3.744832 -2.927613 -1.613064
B2 -2.753840 -2.441395 -2.437931
O2 -1.534665 -3.071211 -2.624383
B3 -1.242570 -4.042107 -1.676798
C1 0.205374 -4.430094 -1.178115
C2 1.188301 -3.261179 -0.937137
S1 0.354856 -1.665271 -0.534380
C3 1.712051 -0.593928 -0.755616
N1 2.357567 0.060064 0.113891
N2 3.356163 0.735446 -0.567108
C4 3.243024 0.433590 -1.784498
O3 2.213717 -0.410302 -1.999840
O4 -2.317474 -4.747107 -1.135174
H1 -3.655218 -3.930953 0.414430
H2 -2.984801 -1.453253 -3.040153
H3 0.639844 -5.060920 -1.960050
H4 0.104566 -5.055151 -0.296973
H5 1.795769 -3.522399 -0.072922
H6 1.895517 -3.111238 -1.748359
H7 3.894969 0.785924 -2.559566
C5 0.815142 -0.970442 -4.827838
Cl1 1.676065 -1.183679 -6.362094
Cl2 -0.850331 -0.449588 -5.072762
H8 0.807190 -1.917081 -4.298325
H9 1.330692 -0.221185 -4.243367
C6 -4.402047 1.232020 -4.589620
Cl3 -3.843066 -0.112649 -5.592650
Cl4 -3.640699 1.223787 -2.989722
H10 -4.155217 2.164015 -5.084365
H11 -5.475717 1.144682 -4.462899
C7 -6.538002 -1.973715 -2.737905
Cl5 -7.604652 -3.026748 -1.799603
Cl6 -7.192163 -0.334757 -2.875169
H12 -5.576726 -1.922651 -2.240802
H13 -6.425524 -2.386745 -3.733622
C8 3.432765 3.493941 1.688718
Cl7 2.546575 5.005646 1.470295
Cl8 5.176451 3.610678 1.489779
H14 3.219586 3.143172 2.685274
H15 3.091684 2.774633 0.958925
C9 -5.750124 -2.462267 2.504928
Cl9 -4.079641 -1.909073 2.318199
Cl10 -5.901474 -4.203431 2.222806
H16 -6.081774 -2.242684 3.512074
H17 -6.369303 -1.937705 1.785907
C10 7.556461 1.760285 0.451069
Cl11 6.382831 0.897635 -0.534352
Cl12 8.869208 0.730166 1.013941
H18 7.977519 2.585817 -0.109770
H19 7.023541 2.132633 1.316568
C11 4.358510 -0.047807 4.586349
Cl13 5.571486 -0.857882 3.585099
Cl14 3.285650 -1.122169 5.490334
H20 4.884690 0.568511 5.306165
H21 3.750669 0.565995 3.946577
C12 -2.026365 4.505522 -6.165293
Cl15 -3.234959 4.363759 -4.880064
Cl16 -0.891094 3.148845 -6.152736
H22 -2.533899 4.520595 -7.118876
H23 -1.476194 5.428281 -6.019940
C13 10.289190 2.225643 -2.055201
Cl17 11.976156 2.615442 -1.712325
Cl18 9.268583 3.670613 -2.201310
H24 10.234460 1.691047 -2.996026
H25 9.922499 1.619291 -1.208086
C14 -4.920562 7.655973 -6.766904
Cl19 -4.479252 6.396799 -7.925114
Cl20 -4.104897 7.486008 -5.204178
H26 -4.653741 8.616696 -7.190712
H27 -5.990137 7.605694 -6.601231
C15 -7.873313 -7.466467 2.422413
Cl21 -9.146991 -7.593432 3.641215
Cl22 -6.758348 -8.836275 2.495137
H28 -8.331908 -7.442775 1.440920
H29 -7.314865 -6.555354 2.599248
C16 1.421251 -3.961124 7.229118
Cl23 0.079629 -3.028390 6.551443
Cl24 0.854779 -5.190793 8.367191
H30 1.947552 -4.452964 6.419579
H31 2.087615 -3.283815 7.750976
C17 -0.804511 2.552967 0.243682
Cl25 0.882456 2.817016 -0.182913
Cl26 -1.143527 0.805209 0.163392
H32 -0.989179 2.927787 1.244357
H33 -1.440166 3.062098 -0.472202
C18 -5.975227 1.522653 1.950638
Cl27 -6.941769 0.720607 3.199966
Cl28 -6.325233 0.936433 0.324249
H34 -6.184246 2.585286 1.990649
H35 -4.926953 1.337689 2.158312
C19 9.116412 7.365868 -0.848848
Cl29 8.278724 6.126588 0.090637
Cl30 9.975693 8.509308 0.189070
H36 9.833996 6.879544 -1.500395
H37 8.385106 7.909757 -1.435068
C20 0.834997 -4.386804 11.977004
Cl31 1.377287 -5.895949 12.720339
Cl32 1.455887 -2.974066 12.841077
H38 1.191606 -4.354827 10.954879
H39 -0.248183 -4.358646 11.995238

Force components x, y, z for each atom (eV/Å):
B -0.4 -0.9 -0.2
O 0.7 0.1 0.7
B -0.3 0.5 -1.3
O 0.0 0.0 1.1
B 0.0 -1.0 -0.6
C -0.1 0.7 -0.7
C 0.3 -0.3 0.5
S 0.3 -0.5 -0.2
C -0.6 -0.9 -0.4
N 0.5 0.4 1.1
N 0.2 0.8 1.6
C -0.2 -0.2 -0.5
O 0.1 -0.1 -1.1
O 0.5 0.8 0.6
H -0.4 0.0 -0.1
H 0.0 0.0 -0.1
H 0.0 -0.1 0.0
H 0.0 0.0 0.1
H 0.1 0.1 0.1
H -0.3 0.1 -0.3
H -0.2 -0.2 -0.5
C 0.0 0.0 0.1
Cl 0.1 0.0 0.0
Cl 0.3 -0.1 0.1
H 0.0 0.0 -0.1
H 0.0 0.0 -0.1
C -0.2 0.1 0.0
Cl -0.3 0.0 -0.1
Cl -0.1 0.1 0.0
H 0.1 -0.2 0.0
H 0.1 -0.1 0.1
C 0.2 0.0 0.0
Cl 0.1 0.0 0.0
Cl -0.1 0.0 0.0
H -0.1 0.0 0.1
H -0.1 0.0 0.0
C -0.3 -0.3 0.0
Cl 0.4 0.3 0.1
Cl 0.0 0.5 0.1
H 0.1 0.0 0.2
H 0.0 0.0 0.0
C -0.1 0.1 -0.1
Cl 0.0 0.2 0.1
Cl 0.0 0.0 0.0
H 0.1 -0.1 0.0
H 0.1 -0.1 -0.1
C -0.1 0.2 0.2
Cl 0.2 -0.1 -0.1
Cl 0.2 -0.2 0.1
H 0.0 0.0 -0.1
H 0.2 -0.2 0.0
C 0.3 0.2 0.2
Cl -0.2 -0.1 0.1
Cl 0.0 -0.2 -0.1
H 0.0 0.0 0.0
H -0.2 0.1 -0.3
C 0.2 0.0 0.0
Cl 0.2 0.0 0.0
Cl -0.1 0.0 0.0
H -0.1 -0.1 0.0
H 0.0 0.0 0.1
C -0.2 -0.4 0.5
Cl 0.0 0.1 -0.1
Cl 0.1 -0.1 0.0
H 0.0 0.0 0.1
H 0.1 0.4 -0.6
C -0.1 0.2 0.1
Cl 0.0 0.0 0.0
Cl -0.1 0.3 -0.2
H 0.1 0.0 0.0
H 0.0 -0.1 0.0
C 0.0 0.0 0.0
Cl 0.0 0.1 0.0
Cl 0.0 0.0 0.0
H 0.0 -0.1 0.0
H 0.0 0.0 0.1
C 0.0 0.1 -0.1
Cl 0.1 0.0 0.0
Cl 0.0 -0.1 0.0
H -0.1 0.0 0.0
H -0.1 0.0 0.1
C 0.0 -0.2 -0.2
Cl -0.3 0.2 -0.3
Cl -0.5 0.6 0.2
H 0.1 -0.2 0.1
H 0.0 -0.1 -0.1
C 0.2 0.1 0.0
Cl 0.0 0.0 0.0
Cl 0.0 -0.1 0.0
H -0.1 0.0 0.0
H 0.0 -0.1 0.0
C 0.0 0.0 -0.1
Cl -0.1 0.0 0.0
Cl 0.0 0.0 0.0
H 0.0 0.0 0.1
H 0.0 0.0 0.1
C 0.0 0.0 0.0
Cl 0.0 0.0 -0.1
Cl 0.0 0.0 0.0
H 0.1 0.0 0.1
H 0.0 0.0 0.1

E_tot (eV): -446130.49422
LUMO level (Ha): 0.003
HOMO (eV): -9.7
Kohn-Sham gap (Ha): 0.359
F_max (eV/Å): 1.7

Results of the Mulliken charge analysis, in e, for atoms 1 through 8: 0.43, -0.10, 0.72, -0.10, -0.03, -0.64, -0.68, -0.04